ORCA calculation (ωB97M-V/def2-TZVPD) on a cluster of 15 separate species, C36H111N9O15 in total in a non-equilibrium geometry.

CARTESIAN COORDINATES (ANGSTROEM)
C 0.15812 -0.04289 9.29754
C 0.70087 1.01905 8.35150
C -0.39504 1.63044 7.42913
O 0.16723 2.43898 6.43774
C -0.71133 3.02523 5.53659
N 1.42171 2.00640 9.09223
H -0.88701 0.00772 9.60286
H 0.72675 -0.34345 10.17756
H 0.13201 -0.90541 8.63159
H 1.50370 0.61920 7.73208
H -1.04442 2.24895 8.04868
H -0.99456 0.81908 7.01636
H -1.16160 2.17948 5.01689
H -0.18649 3.72092 4.88187
H -1.48798 3.63328 6.00047
H 1.00871 1.91161 10.00904
H 1.27930 2.93751 8.72775
C 1.91242 -0.71417 -0.72256
C 2.64561 -0.83851 0.59456
C 2.37505 -2.13515 1.36416
O 0.96797 -2.36679 1.68551
C 0.47975 -1.68077 2.83939
N 4.10683 -0.60700 0.52700
H 2.03067 0.18197 -1.33168
H 0.90857 -1.03863 -0.44846
H 2.33284 -1.47427 -1.38105
H 2.18803 -0.06317 1.20903
H 2.95124 -2.04006 2.28451
H 2.56291 -3.05453 0.80957
H -0.58506 -1.81740 3.02813
H 0.62848 -0.60100 2.84644
H 0.93885 -2.09387 3.73754
H 4.43846 -1.35938 -0.05956
H 4.26714 0.26328 0.04016
C -2.37097 -5.73497 8.04435
C -3.70682 -5.02810 8.45404
C -3.76483 -4.57226 9.95887
O -3.60416 -5.76902 10.74125
C -4.62297 -6.82022 10.71768
N -3.79218 -3.81276 7.63059
H -2.25377 -5.96135 6.98458
H -2.37209 -6.64872 8.63860
H -1.44240 -5.28238 8.39222
H -4.51580 -5.74767 8.32808
H -4.64481 -3.96902 10.18215
H -2.89495 -3.94409 10.15070
H -4.60932 -7.50084 9.86640
H -5.64112 -6.46196 10.86979
H -4.41258 -7.43492 11.59287
H -4.61228 -3.26514 7.84887
H -3.84479 -4.08914 6.66057
C -5.16536 4.15947 -7.50841
C -3.88188 4.60064 -8.19331
C -2.72582 3.76427 -7.89015
O -2.34357 3.93855 -6.54176
C -1.10942 3.34664 -6.16804
N -4.14605 4.51567 -9.62997
H -5.00521 4.09943 -6.43191
H -5.47713 3.13868 -7.72955
H -6.05811 4.75406 -7.70224
H -3.75779 5.66348 -7.98574
H -1.81940 3.90065 -8.47998
H -2.97678 2.72036 -8.07821
H -1.20826 2.26188 -6.12794
H -0.85843 3.50119 -5.11863
H -0.41732 3.55490 -6.98396
H -4.50824 3.59971 -9.85342
H -4.98162 5.03388 -9.86101
C -5.93828 5.67612 1.57826
C -5.52781 5.53822 0.11276
C -4.99103 4.13285 -0.28880
O -3.79275 4.11805 0.40138
C -2.88566 3.16342 -0.13547
N -6.74457 5.71928 -0.71990
H -6.88693 5.16586 1.74502
H -6.02693 6.73602 1.81673
H -5.23999 5.22798 2.28513
H -4.78410 6.29061 -0.14972
H -4.93502 3.99670 -1.36881
H -5.62750 3.32180 0.06507
H -2.75928 3.12552 -1.21746
H -3.07816 2.16605 0.25989
H -1.92846 3.32074 0.36165
H -7.43656 6.12639 -0.10711
H -7.13080 4.79201 -0.82520
C 11.42174 -3.10439 -2.10612
C 11.37241 -1.80831 -1.32822
C 11.27828 -0.56875 -2.26992
O 12.21399 -0.51056 -3.30955
C 13.56319 -0.33437 -2.92883
N 10.27495 -1.92649 -0.40298
H 12.13586 -3.01022 -2.92420
H 10.42140 -3.17508 -2.53323
H 11.69627 -4.00765 -1.56128
H 12.30854 -1.81764 -0.76995
H 11.24562 0.41620 -1.80418
H 10.28742 -0.43903 -2.70522
H 13.68289 0.73912 -2.78251
H 14.25864 -0.51419 -3.74866
H 13.82822 -0.89598 -2.03304
H 9.44489 -1.98166 -0.97574
H 10.39914 -2.82353 0.04424
C 4.37183 -0.27542 -7.58681
C 5.42946 0.83367 -7.45653
C 6.34968 0.74101 -8.64349
O 7.49188 1.62973 -8.50837
C 8.44583 1.50141 -9.52934
N 4.86652 2.19049 -7.53271
H 4.81298 -1.27201 -7.56910
H 3.74506 -0.06333 -8.45300
H 3.77304 -0.24630 -6.67649
H 6.14429 0.66665 -6.65078
H 5.81323 0.98103 -9.56148
H 6.72425 -0.27520 -8.76646
H 8.12487 1.74411 -10.54235
H 9.03459 0.58491 -9.56815
H 9.26434 2.20434 -9.37435
H 5.73163 2.68476 -7.69821
H 4.59167 2.55534 -6.63192
C -7.30306 -0.86422 -5.76648
C -6.17366 -1.31369 -6.60148
C -5.26947 -2.55071 -6.00764
O -4.71452 -2.36088 -4.69456
C -3.78543 -1.26571 -4.61376
N -6.70293 -1.74562 -7.90821
H -8.08588 -1.61761 -5.67872
H -7.61498 0.10242 -6.16197
H -6.94543 -0.67445 -4.75446
H -5.55541 -0.45764 -6.87177
H -4.51956 -2.82778 -6.74857
H -5.98246 -3.37133 -5.92802
H -3.22201 -1.11423 -5.53447
H -2.96585 -1.28390 -3.89539
H -4.27079 -0.29489 -4.51348
H -5.89281 -2.14292 -8.36202
H -7.34384 -2.50440 -7.72495
C -5.87124 0.10484 3.91265
C -7.37171 0.12573 4.17460
C -7.72797 0.30683 5.62628
O -7.37261 -0.74266 6.42057
C -8.16124 -1.91731 6.24549
N -7.98377 1.15784 3.39707
H -5.30607 1.03231 3.82054
H -5.85074 -0.30259 2.90187
H -5.43300 -0.55815 4.65862
H -7.75684 -0.82307 3.80105
H -8.77112 0.60081 5.74254
H -7.14299 1.12622 6.04403
H -7.58773 -2.83516 6.37484
H -8.59894 -2.15337 5.27555
H -9.01361 -1.92497 6.92483
H -7.32318 1.91274 3.51474
H -8.81189 1.43801 3.90286
O 6.10009 -3.28240 -2.44169
H 6.34930 -2.85880 -3.26309
H 6.00328 -4.20732 -2.66838
O 0.49412 -6.20403 2.90431
H 0.67326 -5.29904 2.64910
H 1.31945 -6.51674 3.27482
O 5.75146 -3.65599 5.88950
H 5.48505 -3.49312 6.79434
H 5.22904 -4.41058 5.61764
O 3.52257 3.99024 -3.51547
H 4.17840 3.61829 -2.92575
H 3.45555 4.90793 -3.25167
O 6.02060 -0.29514 3.92903
H 6.14318 -1.13648 4.36874
H 5.78063 -0.52609 3.03163
O 6.85237 3.05138 -1.37916
H 6.59690 3.97292 -1.33749
H 7.80931 3.06666 -1.36308

For the energy, the calculation gives -3059.21758 Ha. For the LUMO energy, the calculation gives 0.04 eV. As for the charge: 0. The calculation puts the orbital gap at 8.985 eV. Its energy above the lowest of the compared OMol25 structures with the same formula, charge and spin is 501.7 kJ/mol. Its molar mass is 910.3 g mol⁻¹. The value obtained for the largest force on an atom is 0.0622 Eh/bohr.



ORCA calculation (ωB97M-V/def2-TZVPD) on an isolated molecule of CH2O3S in a non-equilibrium geometry.

CARTESIAN COORDINATES (ANGSTROEM)
C -1.59024 -0.16820 -0.04843
O 0.25028 -1.63516 -0.82664
O -2.78153 -0.24825 0.00560
O 0.66065 0.21669 1.09912
S -0.02673 -1.29649 0.57518
H -1.07870 0.58457 -0.64687
H 1.28100 0.04578 1.86523

For the energy, the calculation gives -663.13715 Ha. For the LUMO energy, the calculation gives 0.00 eV. As for the charge: 0. The calculation puts the orbital gap at 9.512 eV. Its energy above the lowest of the compared OMol25 structures with the same formula, charge and spin is 93.8 kJ/mol. Its molar mass is 94.1 g mol⁻¹. The value obtained for the largest force on an atom is 0.0517 Eh/bohr.



ORCA calculation (ωB97M-V/def2-TZVPD) on a structure of composition CH3ClN2O2 in a non-equilibrium geometry.

CARTESIAN COORDINATES (ANGSTROEM)
C 0.29233 -0.27816 0.66149
N -0.81467 1.18808 0.41926
N 0.31060 -1.02207 -0.61291
O -0.41830 -1.98628 -0.83678
O 1.18239 -0.65630 -1.34441
Cl 0.12621 2.45502 -0.27962
H 1.22692 0.24683 0.81612
H -0.38343 -0.80653 1.37953
H -1.52205 0.85942 -0.20268

For the energy, the calculation gives -759.89091 Ha. For the LUMO energy, the calculation gives -0.77 eV. As for the charge: 0. The calculation puts the orbital gap at 9.351 eV. Its energy above the lowest of the compared OMol25 structures with the same formula, charge and spin is 316.4 kJ/mol. Its molar mass is 110.5 g mol⁻¹. The value obtained for the largest force on an atom is 0.1071 Eh/bohr.



ORCA calculation (ωB97M-V/def2-TZVPD) on a structure of composition C2H6ORb in a non-equilibrium geometry.

CARTESIAN COORDINATES (ANGSTROEM)
Rb -1.53781 1.59723 0.90292
C -0.06796 -1.08556 0.40786
C 0.50452 0.12648 -0.34364
O -0.53682 0.99618 -0.75852
H -0.42419 -0.68469 1.35682
H 0.72547 -1.71579 0.80960
H -0.76075 -1.64420 -0.22145
H 0.96068 -0.07090 -1.31372
H 1.25207 0.67904 0.22554
H -0.11520 1.80220 -1.06540

For the energy, the calculation gives -178.82442 Ha. For the LUMO energy, the calculation gives -3.84 eV. As for the charge: +1. The calculation puts the orbital gap at 11.197 eV. Its energy above the lowest of the compared OMol25 structures with the same formula, charge and spin is 262.0 kJ/mol. Its molar mass is 131.5 g mol⁻¹. The value obtained for the largest force on an atom is 0.1874 Eh/bohr.



ORCA calculation (ωB97M-V/def2-TZVPD) on an isolated molecule of C4H4O2.

CARTESIAN COORDINATES (ANGSTROEM)
C 1.36780 0.67434 -0.29198
C 0.13306 1.04242 0.01644
O -0.94042 0.62203 -0.74970
C -1.37103 -0.58500 -0.21087
C -0.53349 -1.38592 0.43372
O 0.15124 -2.10190 1.05905
H 1.56508 0.12117 -1.20615
H 2.19176 0.89798 0.37476
H -0.15600 1.57045 0.92462
H -2.40800 -0.85556 -0.34987

For the energy, the calculation gives -305.19621 Ha. For the LUMO energy, the calculation gives 0.58 eV. As for the charge: 0. The calculation puts the orbital gap at 9.189 eV. Its energy above the lowest of the compared OMol25 structures with the same formula, charge and spin is 218.6 kJ/mol. Its molar mass is 84.1 g mol⁻¹. The value obtained for the largest force on an atom is 0.0188 Eh/bohr.



ORCA calculation (ωB97M-V/def2-TZVPD) on a structure of composition C4H4CsO2.

CARTESIAN COORDINATES (ANGSTROEM)
O 1.68319 0.55324 -0.38949
C 0.58736 0.66537 0.30238
C -0.28837 1.69296 -0.25044
C 0.17243 2.79724 -0.86964
H 2.24682 -0.15039 -0.04182
H -1.35478 1.59642 -0.02904
H 1.24119 2.93990 -1.04703
H -0.48851 3.63481 -1.09841
Cs -0.39319 -1.34093 3.48861
C -0.43586 2.11503 -4.96431
O -0.73180 1.57289 -5.90899

For the energy, the calculation gives -325.12088 Ha. For the LUMO energy, the calculation gives -3.70 eV. As for the charge: +1. The calculation puts the orbital gap at 8.224 eV. Its energy above the lowest of the compared OMol25 structures with the same formula, charge and spin is 132.3 kJ/mol. Its molar mass is 217.0 g mol⁻¹. The value obtained for the largest force on an atom is 0.0182 Eh/bohr.